Formula: C3H3I2N
Source: the Open Molecules 2025 dataset
Level of theory: ωB97M-V/def2-TZVPD

XYZ file:
```
9
Properties=species:S:1:pos:R:3:forces:R:3
C -1.20506 -0.16766 0.44891 -0.49 -1.18 0.85
C 1.58040 -0.49081 -1.24772 -0.09 -0.61 0.76
C -1.22670 1.04144 1.04285 -0.78 1.94 -0.12
N -1.31744 -1.32318 0.29215 -0.58 0.24 0.12
I 0.37977 -2.16786 -1.64296 1.61 0.87 -0.66
I 0.22565 1.52001 2.42870 -0.25 0.03 -0.24
H 1.52725 0.37927 -1.93187 0.09 -0.84 0.70
H 2.12363 -0.53286 -0.24994 -0.78 0.26 -1.69
H -2.08751 1.74166 0.85989 1.27 -0.73 0.27
```
Forces are in eV/Å.

Calculated values
HOMO energy (spin up / spin down) = -7.99 / -8.42 eV
Molar mass = 306.87 g/mol
Relative energy (zero: lowest compared OMol25 entry of this formula, charge and spin) = 382.5 kJ/mol
HOMO-LUMO gap (spin up / spin down) = 6.398 / 7.974 eV

Löwdin atomic charge list, values in e, 4 entries: C -0.4905; C -0.5514; C -0.6481; N -0.0102

***

Formula: H11NO4
Source: the Open Molecules 2025 dataset
Level of theory: ωB97M-V/def2-TZVPD

XYZ file:
```
16
Properties=species:S:1:pos:R:3:forces:R:3
N -2.48276 -0.22070 -0.72624 -0.65 -0.98 2.04
H -2.12719 -1.20175 -0.55344 -0.67 1.28 -0.47
H -2.47466 0.13401 0.27822 0.05 -0.45 -1.56
H -3.50964 -0.34754 -0.89247 1.24 0.13 -0.13
O 1.74356 -1.15849 0.72545 -0.64 -0.31 0.56
H 2.26860 -1.20482 -0.06081 0.41 -0.08 -0.89
H 2.19468 -0.48191 1.22422 0.10 0.42 0.32
O 2.97102 1.18356 -0.85087 2.21 0.01 -0.59
H 3.14263 1.56002 -1.72451 0.22 -0.11 0.26
H 2.04446 1.19820 -0.80841 -2.56 0.08 0.39
O 0.05030 1.38599 -0.52245 -1.42 -1.01 -0.86
H -0.49228 2.18673 -0.45854 0.30 -0.21 0.00
H -0.60760 0.72290 -0.92685 1.09 1.25 0.79
O -1.33454 -1.32798 1.73167 0.90 0.18 -0.12
H -0.62397 -1.24930 1.07428 -0.20 -0.11 -0.36
H -0.76259 -1.17891 2.49076 -0.39 -0.08 0.62
```
Forces are in eV/Å.

Calculated values
SMILES = N.O.O.O.O
HOMO energy = -10.83 eV
Molar mass = 89.09 g/mol
Relative energy (zero: lowest compared OMol25 entry of this formula, charge and spin) = 84.2 kJ/mol
HOMO-LUMO gap = 11.539 eV

Löwdin atomic charge list, values in e, 4 entries: N -0.0299; H 0.0337; H 0.0362; H 0.0366

***

Formula: C27H76O14
Source: the Open Molecules 2025 dataset
Level of theory: ωB97M-V/def2-TZVPD

XYZ file:
```
117
Properties=species:S:1:pos:R:3:forces:R:3
C -11.02004 4.94750 -11.07047 0.27 1.24 0.25
C -11.49585 3.57299 -11.42220 0.46 -0.92 0.27
C -11.72439 2.74424 -10.16571 0.20 -0.22 0.30
O -12.68070 3.68659 -12.21605 -0.07 0.42 0.12
H -11.82841 5.51694 -10.59748 -0.21 -0.06 -0.42
H -10.61230 5.50872 -11.91504 -0.32 -0.04 -0.13
H -10.23986 5.00754 -10.30556 0.12 -0.71 -0.08
H -10.75682 3.03704 -12.02943 0.10 0.22 -0.05
H -12.47496 1.97473 -10.35834 -0.09 0.06 0.24
H -11.97056 3.33290 -9.28183 -0.56 0.08 -0.22
H -10.82472 2.21636 -9.83813 0.12 0.00 -0.35
H -13.09329 2.82063 -12.28663 0.00 0.01 -0.02
C -15.48776 6.51501 -9.18879 0.99 -1.19 0.66
C -16.57247 5.52069 -9.56926 -0.57 0.09 -0.18
C -17.85476 5.66094 -8.77094 -0.48 -0.26 -0.06
O -16.88493 5.69390 -10.96080 0.16 -0.14 0.32
H -15.65384 7.43632 -9.73625 0.10 0.25 0.27
H -14.49573 6.09579 -9.40639 -0.12 0.19 -0.80
H -15.34396 6.62691 -8.10798 -0.81 0.45 0.01
H -16.30830 4.46386 -9.42350 0.60 0.18 0.06
H -17.74712 5.24735 -7.76629 0.23 0.06 0.01
H -18.59968 5.03873 -9.27463 -0.12 0.16 0.05
H -18.25594 6.66925 -8.66066 0.21 0.10 -0.26
H -16.03886 5.68452 -11.43647 -0.15 0.19 -0.12
C -9.53331 5.04075 -3.93455 0.44 -0.21 -0.47
C -8.89326 5.96012 -2.92363 0.97 0.00 0.23
C -7.40623 6.19855 -3.12407 0.18 -0.18 -1.01
O -9.54198 7.24566 -2.99472 -0.18 -0.57 0.49
H -9.41874 5.41502 -4.95704 -0.48 0.59 0.17
H -10.57265 4.88814 -3.65592 -0.11 -0.01 -0.37
H -9.04360 4.07190 -4.05708 0.01 -0.08 0.81
H -8.94425 5.51770 -1.91636 -0.69 0.15 -0.09
H -7.27597 6.64584 -4.11531 0.13 0.14 0.11
H -6.81953 5.27515 -3.13078 -0.13 0.00 0.23
H -7.00402 6.87987 -2.37532 -0.01 -0.01 0.04
H -9.36039 7.65701 -2.14218 -0.14 0.26 -0.18
C -8.23695 9.80080 -5.10198 -1.09 0.12 0.48
C -8.35554 10.60303 -6.39205 0.43 0.04 0.32
C -9.33173 11.75693 -6.34404 -0.72 0.97 -0.13
O -7.05067 11.15071 -6.66550 -0.17 -0.17 -0.43
H -8.49641 10.42963 -4.24194 0.46 0.10 0.04
H -7.23342 9.39456 -5.01132 0.01 -0.06 0.06
H -8.96567 8.98947 -5.01130 0.12 -0.08 -0.29
H -8.61242 9.89542 -7.18345 0.28 0.28 -0.28
H -9.03109 12.50571 -5.60160 0.03 -0.35 0.32
H -10.38512 11.52348 -6.16570 0.16 -0.44 0.25
H -9.36449 12.37072 -7.25173 0.35 -0.47 -0.30
H -6.79656 11.63193 -5.86939 0.05 0.02 -0.10
C -12.47425 10.03604 -4.54305 -0.02 -0.38 0.83
C -13.90497 9.51414 -4.57192 -0.56 0.08 -0.95
C -14.56522 9.46314 -3.21278 0.53 0.59 0.78
O -14.69879 10.41325 -5.35964 -0.15 -0.14 0.10
H -12.48237 11.10767 -4.33523 -0.04 0.01 0.04
H -11.94593 9.87716 -5.48004 -0.04 -0.08 -0.14
H -11.93664 9.53988 -3.72484 0.18 0.05 -0.18
H -13.93993 8.51206 -5.02719 0.12 0.11 -0.04
H -14.12632 8.74063 -2.51957 0.33 -0.01 -0.24
H -15.63250 9.25569 -3.17825 -0.05 0.12 -0.61
H -14.38761 10.46659 -2.80751 -0.31 -0.13 0.33
H -14.18692 10.77143 -6.10198 0.01 -0.20 0.05
C -13.08574 11.38332 -10.18368 -0.31 -0.22 -1.15
C -12.54192 11.69872 -8.82446 -0.66 1.12 1.00
C -12.76362 13.19043 -8.48594 0.35 -0.47 -0.25
O -13.23817 10.96406 -7.80772 0.41 -0.32 -0.21
H -14.16238 11.55507 -10.26791 -0.01 0.13 0.44
H -12.95531 10.34942 -10.50776 0.20 -0.07 0.32
H -12.64082 12.00925 -10.96123 0.25 -0.03 0.12
H -11.46901 11.50791 -8.72461 0.06 -0.24 -0.29
H -12.62575 13.77847 -9.39310 -0.04 0.16 0.08
H -12.04700 13.53419 -7.73988 -0.05 -0.02 0.07
H -13.76799 13.33982 -8.09355 -0.07 -0.03 -0.11
H -12.87313 10.06311 -7.83667 -0.05 -0.01 0.13
C -13.97012 7.34524 -14.42112 -0.10 -0.02 -2.10
C -13.45312 7.06939 -13.04816 -0.60 0.11 0.81
C -13.51718 8.27370 -12.10238 0.07 0.12 0.18
O -14.29994 6.05849 -12.46307 0.55 -0.21 0.07
H -13.36055 8.05154 -14.99802 -0.08 0.29 0.42
H -15.02016 7.63584 -14.50887 0.10 0.45 0.73
H -13.98493 6.47943 -15.09646 0.41 -0.39 0.56
H -12.43466 6.67104 -13.07858 0.03 0.12 -0.16
H -13.19365 7.98528 -11.09839 -0.15 -0.22 0.00
H -14.54723 8.62744 -12.03198 -0.05 -0.10 0.04
H -12.90797 9.14969 -12.33877 0.06 -0.23 -0.60
H -13.73508 5.27584 -12.35701 -0.30 -0.15 0.04
O -10.00726 11.24425 -11.84641 -0.02 -0.24 -0.02
C -9.93750 9.89480 -11.39367 -0.21 0.31 -0.32
C -9.04326 9.80220 -10.17463 -0.02 -0.66 0.22
O -9.36011 8.66179 -9.35591 0.11 -0.09 -0.25
H -9.13643 11.50752 -12.16267 -0.05 0.01 -0.03
H -10.95386 9.56468 -11.18323 -0.03 0.23 0.31
H -9.59465 9.23196 -12.19525 0.19 -0.01 -0.01
H -9.17575 10.65642 -9.51312 0.07 0.19 -0.24
H -8.00653 9.71040 -10.50839 0.10 0.32 0.26
H -8.91985 7.88358 -9.71089 -0.06 -0.01 0.05
O -10.55373 1.84004 -3.86856 1.04 0.48 -0.79
C -11.07139 1.53089 -5.15947 -2.32 -1.50 0.61
C -11.67379 2.66721 -5.98344 -0.01 0.89 1.23
O -12.39613 2.21309 -7.08425 0.71 -0.50 -1.50
H -11.30103 2.03148 -3.29903 -0.05 0.02 0.01
H -10.47986 0.85094 -5.77409 0.89 0.51 0.34
H -11.91601 0.86969 -4.89843 -0.23 0.04 -0.62
H -10.89287 3.34482 -6.34160 0.02 -0.13 -0.17
H -12.30348 3.28221 -5.32667 0.02 -0.04 0.04
H -13.33770 2.05664 -7.03946 -0.11 0.20 0.94
O -11.89487 6.76435 -5.62982 -0.38 -0.35 0.35
C -11.59090 6.30349 -6.92627 0.83 0.77 -0.43
C -12.09910 7.29150 -7.97236 -0.76 -0.20 1.19
O -11.61203 8.60637 -7.74409 0.50 -0.06 -0.45
H -11.48662 7.61687 -5.43571 0.10 -0.01 -0.29
H -10.50495 6.18298 -7.04690 0.02 -0.18 0.10
H -12.08014 5.34028 -7.06500 -0.03 -0.05 0.05
H -13.16520 7.33860 -7.72312 -0.09 0.06 -0.77
H -11.88958 6.94165 -8.98396 -0.22 0.07 -0.05
H -10.84683 8.72566 -8.34267 -0.08 0.01 0.34
O -14.25100 5.48026 -4.52998 -0.05 -0.03 -0.15
H -13.67691 5.20919 -3.80740 0.02 0.11 -0.02
H -13.72656 6.13899 -5.01344 0.11 -0.14 0.20
```
Forces are in eV/Å.

Calculated values
SMILES = CC(C)O.CC(C)O.CC(C)O.CC(C)O.CC(C)O.CC(C)O.CC(C)O.OCCO.OCCO.OCCO.O
HOMO energy = -9.31 eV
Molar mass = 624.89 g/mol
HOMO-LUMO gap = 9.278 eV

Löwdin atomic charge list, values in e, 4 entries: C -0.0613; C -0.4671; C -0.0484; O -0.0527